Entry 1:
Computed, not measured: a molecular structure, C38H32ClFN2O3PtS2, with ωB97M-V/def2-TZVPD.

ΔE to the lowest compared entry with this formula, charge and spin: 4.9 kcal/mol
Net charge: +2
Kohn-Sham gap (alpha / beta): 6.54 / 4.46 eV
Multiplicity: 5
E_LUMO (alpha / beta): -6.0 / -8.0 eV
HOMO energy (alpha / beta): -12.51 / -12.51 eV

Geometry (Å):
Pt (1.2031, -1.3993, -0.0793)
Cl (5.3192, -7.2578, 1.7680)
C (4.6923, -5.7161, 1.4634)
C (5.2600, -4.5894, 2.0955)
C (4.7543, -3.3560, 1.8377)
C (3.6370, -3.1576, 0.9409)
O (3.2402, -1.9855, 0.7474)
C (3.0656, -4.3436, 0.3009)
C (2.0170, -4.3132, -0.7095)
N (1.3065, -3.2989, -1.0214)
C (0.4656, -3.3053, -2.1689)
C (-0.2023, -4.3793, -2.6836)
C (-0.9198, -4.2391, -3.8928)
C (-0.9320, -3.0528, -4.5710)
C (-0.2607, -1.9199, -4.0474)
C (-0.2016, -0.6578, -4.6880)
C (0.4648, 0.3748, -4.0934)
C (1.0370, 0.1793, -2.8225)
N (1.0049, -0.9824, -2.2130)
C (0.3997, -2.0450, -2.8180)
C (3.6187, -5.5745, 0.5686)
H (6.0950, -4.7288, 2.7682)
H (5.1682, -2.4653, 2.2904)
H (1.8940, -5.2355, -1.2781)
H (-0.1936, -5.3353, -2.1764)
H (-1.4508, -5.0937, -4.2878)
H (-1.4573, -2.9640, -5.5130)
H (-0.6840, -0.5266, -5.6486)
H (0.5384, 1.3464, -4.5590)
H (1.5151, 0.9947, -2.2946)
H (3.2349, -6.4641, 0.0853)
O (1.3598, 0.4038, 1.0960)
S (-1.1771, 2.8290, 2.4427)
C (-2.9308, 2.5582, 2.0395)
C (-3.3852, 1.2407, 2.6586)
C (-2.7361, 0.0139, 2.0087)
C (-3.4569, -0.4131, 0.7281)
S (-2.3588, -0.9926, -0.6108)
O (-1.0378, -1.3102, 0.0846)
C (-2.1768, 0.5098, -1.5373)
C (-2.9080, 0.5846, -2.7145)
C (-2.8901, 1.7632, -3.4490)
C (-2.1370, 2.8383, -3.0039)
C (-1.3957, 2.7467, -1.8296)
C (-1.4097, 1.5777, -1.0818)
C (-0.7168, 4.0976, 1.2919)
C (0.5285, 4.0117, 0.6762)
C (0.9510, 5.0094, -0.1904)
C (0.1174, 6.0809, -0.4767)
C (-1.1316, 6.1609, 0.1265)
C (-1.5424, 5.1846, 1.0211)
H (-3.0482, 2.5525, 0.9527)
H (-3.5236, 3.3788, 2.4397)
H (-4.4725, 1.1744, 2.5668)
H (-3.1791, 1.2499, 3.7308)
H (-2.7471, -0.8222, 2.7078)
H (-1.6887, 0.2253, 1.7895)
H (-4.0314, 0.4026, 0.2855)
H (-4.1383, -1.2455, 0.8996)
H (-3.4958, -0.2630, -3.0471)
H (-3.4656, 1.8391, -4.3617)
H (-2.1298, 3.7605, -3.5700)
H (-0.8216, 3.5963, -1.4846)
H (-0.8461, 1.5043, -0.1565)
H (1.1561, 3.1505, 0.8653)
H (1.9268, 4.9434, -0.6542)
H (0.4406, 6.8551, -1.1590)
H (-1.7802, 7.0012, -0.0815)
H (-2.5007, 5.2775, 1.5143)
F (1.4086, 0.6671, 6.4354)
C (1.3950, 0.6043, 5.1224)
C (0.6443, -0.4177, 4.5173)
C (0.6372, -0.5012, 3.1591)
C (1.3752, 0.4464, 2.3621)
C (2.1084, 1.4890, 3.0383)
C (2.1256, 1.5555, 4.3983)
H (0.0856, -1.0969, 5.1466)
H (0.0491, -1.2493, 2.6381)
H (2.6481, 2.2005, 2.4303)
H (2.6728, 2.3180, 4.9351)

Atomic partial charges in e from the Löwdin method, atoms 1 to 2:
1. Pt 1.29
2. Cl 0.84


Entry 2:
Computed, not measured: a molecular structure, C38H32F6N5OP2SScSe in a non-equilibrium geometry, with ωB97M-V/def2-TZVPD.

ΔE to the lowest compared entry with this formula, charge and spin: 24.0 kcal/mol
Net charge: +1
Kohn-Sham gap (alpha / beta): 5.18 / 7.19 eV
Multiplicity: 2
E_LUMO (alpha / beta): -3.3 / -3.3 eV
HOMO energy (alpha / beta): -8.43 / -10.47 eV

Geometry (Å):
Sc (0.9548, 0.2179, 0.9472)
N (-1.2455, -4.2331, -0.2348)
C (-0.7229, -2.9718, -0.0826)
S (-1.7330, -1.8785, 0.8874)
N (0.3799, -2.6720, -0.6347)
N (0.9457, -1.4239, -0.4964)
C (2.0864, -1.3205, -1.2290)
C (2.7253, -2.4904, -1.8846)
C (2.9415, -2.4879, -3.2571)
C (3.5603, -3.5654, -3.8784)
C (3.9733, -4.6535, -3.1252)
C (3.7611, -4.6628, -1.7505)
C (3.1344, -3.5915, -1.1362)
C (2.7134, -0.0572, -1.3045)
C (4.0266, 0.1027, -1.8345)
C (4.5674, 1.3441, -1.9272)
C (3.8341, 2.4726, -1.4730)
C (2.6263, 2.2638, -0.8910)
N (2.0443, 1.0368, -0.7810)
H (-2.1528, -4.4562, 0.1262)
H (-0.8197, -4.8425, -0.9123)
H (2.6192, -1.6356, -3.8451)
H (3.7193, -3.5531, -4.9489)
H (4.4599, -5.4923, -3.6054)
H (4.0857, -5.5085, -1.1580)
H (2.9642, -3.6028, -0.0659)
H (4.5813, -0.7686, -2.1482)
H (5.5655, 1.4710, -2.3268)
H (4.2336, 3.4745, -1.5384)
H (2.0671, 3.0925, -0.4774)
O (-0.0549, 1.6949, 3.1784)
N (-0.2759, 2.0554, 1.8615)
C (-0.1231, 3.2697, 1.5158)
C (-0.3232, 3.7116, 0.1220)
C (-0.0941, 5.0633, -0.1095)
C (-0.2192, 5.5963, -1.3853)
C (-0.5813, 4.7642, -2.4282)
C (-0.8285, 3.4115, -2.2012)
C (-0.7059, 2.8575, -0.9378)
P (-1.1295, 1.0862, -0.5964)
C (-2.8277, 1.3763, 0.0235)
C (-3.1446, 1.1706, 1.3622)
C (-4.4144, 1.4612, 1.8430)
C (-5.3837, 1.9564, 0.9830)
C (-5.0766, 2.1748, -0.3545)
C (-3.8031, 1.8965, -0.8266)
C (-1.3271, 0.2682, -2.1977)
C (-2.4300, -0.5458, -2.4462)
C (-2.4836, -1.3228, -3.5969)
C (-1.4390, -1.2876, -4.5081)
C (-0.3354, -0.4777, -4.2671)
C (-0.2730, 0.2881, -3.1141)
H (0.3402, 2.4278, 3.6822)
H (0.1517, 4.0189, 2.2596)
H (0.1938, 5.7014, 0.7182)
H (-0.0370, 6.6485, -1.5559)
H (-0.6844, 5.1624, -3.4295)
H (-1.1230, 2.7826, -3.0315)
H (-2.3875, 0.8132, 2.0478)
H (-4.6412, 1.3095, 2.8913)
H (-6.3748, 2.1824, 1.3542)
H (-5.8267, 2.5684, -1.0281)
H (-3.5718, 2.0804, -1.8703)
H (-3.2540, -0.5793, -1.7432)
H (-3.3454, -1.9514, -3.7800)
H (-1.4831, -1.8889, -5.4070)
H (0.4826, -0.4486, -4.9759)
H (0.6028, 0.8960, -2.9222)
Se (-0.3582, -1.6205, 2.6175)
C (-1.5579, -1.7867, 4.0894)
C (-1.0002, -2.2889, 5.2554)
C (-1.8065, -2.4134, 6.3802)
C (-3.1475, -2.0650, 6.3218)
C (-3.6913, -1.5825, 5.1382)
C (-2.8945, -1.4273, 4.0130)
H (0.0407, -2.5835, 5.2923)
H (-1.3833, -2.8010, 7.2972)
H (-3.7738, -2.1785, 7.1966)
H (-4.7407, -1.3225, 5.0867)
H (-3.3281, -1.0623, 3.0940)
F (2.6204, -0.8782, 1.6117)
P (3.5280, 0.1814, 2.6507)
F (2.4058, 1.3570, 1.9795)
F (4.1712, 1.3056, 3.5294)
F (4.4039, -1.0117, 3.1482)
F (2.3980, -0.1042, 3.7386)
F (4.4485, 0.4821, 1.4160)

Atomic partial charges in e from the Löwdin method, atoms 1 to 2:
1. Sc 0.78
2. N 0.09


Entry 3:
Computed, not measured: a molecular structure, C38H32GaN5OS3Si, with ωB97M-V/def2-TZVPD.

ΔE to the lowest compared entry with this formula, charge and spin: 25.5 kcal/mol
Net charge: 0
Kohn-Sham gap: 6.36 eV
Multiplicity: 1
E_LUMO: -1.3 eV
HOMO energy: -7.63 eV

Geometry (Å):
Ga (0.3945, 0.4049, -0.2767)
C (5.2523, -1.4513, 1.8559)
C (4.3537, -1.1244, 2.8651)
C (3.0202, -0.9037, 2.5720)
C (2.5606, -1.0113, 1.2623)
C (3.4681, -1.3109, 0.2498)
C (4.8031, -1.5367, 0.5479)
N (1.1910, -0.8386, 0.9644)
C (0.2762, -1.5948, 1.6497)
C (0.5505, -2.8224, 2.2939)
C (-0.4620, -3.5310, 2.8915)
C (-1.7899, -3.0728, 2.9231)
C (-2.0836, -1.8585, 2.3551)
C (-1.0621, -1.1395, 1.7327)
N (-1.1599, 0.1414, 1.2317)
N (-2.1084, 0.9247, 1.4525)
C (-1.7515, 2.2320, 0.9829)
C (-2.7138, 3.2240, 1.0037)
C (-2.3236, 4.5005, 0.6390)
C (-1.0015, 4.7282, 0.2856)
C (-0.1162, 3.6612, 0.2755)
N (-0.4863, 2.4303, 0.6141)
H (6.2930, -1.6264, 2.0886)
H (4.6953, -1.0409, 3.8879)
H (2.3197, -0.6537, 3.3590)
H (3.1227, -1.3527, -0.7773)
H (5.4927, -1.7784, -0.2507)
H (1.5599, -3.2092, 2.2953)
H (-0.2282, -4.4837, 3.3490)
H (-2.5581, -3.6673, 3.3945)
H (-3.0813, -1.4407, 2.3714)
H (-3.7233, 2.9781, 1.2930)
H (-3.0416, 5.3085, 0.6355)
H (-0.6553, 5.7125, 0.0100)
H (0.9145, 3.7725, -0.0344)
C (0.0861, -0.7823, -6.3294)
C (-0.9346, 0.1485, -6.2005)
C (-1.2710, 0.6343, -4.9476)
C (-0.6025, 0.2031, -3.8005)
C (0.4280, -0.7202, -3.9549)
C (0.7690, -1.2146, -5.2042)
Si (-1.0901, 0.9130, -2.1345)
C (-2.9042, 0.5306, -1.7767)
C (-3.3500, -0.5176, -0.9744)
C (-4.7003, -0.7295, -0.7396)
C (-5.6418, 0.1141, -1.3069)
C (-5.2255, 1.1665, -2.1090)
C (-3.8738, 1.3719, -2.3328)
H (0.3532, -1.1619, -7.3067)
H (-1.4628, 0.5003, -7.0758)
H (-2.0722, 1.3589, -4.8695)
H (0.9852, -1.0535, -3.0852)
H (1.5709, -1.9338, -5.2982)
H (-1.0663, 2.3935, -2.2670)
H (-2.6332, -1.1999, -0.5275)
H (-5.0151, -1.5521, -0.1117)
H (-6.6961, -0.0462, -1.1246)
H (-5.9539, 1.8285, -2.5568)
H (-3.5684, 2.2132, -2.9421)
S (1.0488, -5.1575, -1.4542)
C (1.0366, -3.5294, -0.8764)
N (0.0918, -2.7596, -1.2878)
C (-0.7373, -3.4638, -2.1569)
C (-1.8446, -2.9355, -2.8241)
C (-2.5634, -3.7507, -3.6684)
C (-2.1975, -5.0899, -3.8638)
C (-1.1034, -5.6266, -3.2209)
C (-0.3756, -4.7987, -2.3687)
H (1.8013, -3.2017, -0.1934)
H (-2.1215, -1.8988, -2.6924)
H (-3.4153, -3.3465, -4.1967)
H (-2.7787, -5.7089, -4.5320)
H (-0.8179, -6.6572, -3.3772)
C (5.3026, 1.9723, 0.6785)
O (3.9927, 1.6701, 0.1932)
C (3.6928, 1.9662, -1.0674)
S (4.7292, 2.6171, -2.1588)
S (2.0129, 1.6911, -1.4492)
H (5.2107, 1.9552, 1.7613)
H (5.6291, 2.9466, 0.3162)
H (6.0064, 1.2108, 0.3433)

Atomic partial charges in e from the Löwdin method, atoms 1 to 2:
1. Ga 0.31
2. C -0.10


| no. | total energy (eV) |
| --- | --- |
| 1 | -89188.6889 |
| 2 | -181190.2697 |
| 3 | -142183.8787 |